Entry from the Open Molecules 2025 dataset: a cluster of 2 separate species, C5H8N2O in total (the ωB97M-V functional and the def2-TZVPD basis).

Charge: 0
LUMO energy: -0.5 eV
E: -379.97095 a.u.
Frontier orbital gap: 8.6 eV

Each line ends with the Löwdin charge.
Positions of all 16 atoms, in Å:
C -0.3792 0.5333 -1.3891  -0.115
C -0.0309 -0.6775 -0.6958  -0.099
C 0.1475 -1.2881 1.8389  -0.059
C -0.6575 -0.4948 0.8254  -0.623
N 0.4407 1.2700 -2.0750  0.200
C 0.2221 1.3560 1.0721  -0.202
O -1.8733 -0.4097 0.8622  -0.013
N 0.5218 2.4395 0.7726  -0.028
H -1.4006 0.8885 -1.2913  0.155
H 1.4254 1.0417 -2.1129  0.141
H 0.1910 2.2196 -2.3179  0.139
H -0.6067 -1.5316 -1.0580  0.136
H 1.0385 -0.8855 -0.6999  0.118
H -0.1841 -1.0009 2.8346  0.088
H -0.0719 -2.3497 1.6857  0.088
H 1.2172 -1.1106 1.7486  0.073